44
Properties=species:S:1:pos:R:3:forces:R:3:mulliken_charge:R:1 method="wB97M-V/def2-TZVPD" e_tot_ev=-52895.9400 total_charge=+2 s2=8.765 gap_ha="0.2038 / 0.2074" spin_multiplicity=6
Ir -0.886 -0.617 -0.233 -1.003 -1.304 -2.385 0.632
H -0.615 0.450 -1.588 0.604 -0.258 -0.117 -0.025
H -0.124 -0.348 -1.782 -0.323 0.955 0.276 -0.024
P -2.803 0.611 -0.435 -2.302 2.008 0.494 0.825
P 0.513 -2.391 -0.659 2.194 -2.272 0.987 0.815
C 1.335 -3.004 0.858 -0.165 0.026 -0.032 -1.169
H 1.953 -3.884 0.639 -0.154 0.191 -0.032 0.491
H 1.961 -2.198 1.260 -0.207 -0.336 -0.112 0.209
H 0.576 -3.276 1.598 0.128 -0.018 -0.045 0.362
C -0.252 -3.871 -1.405 -0.266 0.292 -0.137 -1.175
H -0.650 -3.615 -2.397 0.059 -0.167 0.234 0.361
H 0.483 -4.683 -1.506 -0.131 0.364 0.057 0.427
H -1.080 -4.207 -0.765 0.235 0.072 -0.190 0.389
C 1.956 -1.957 -1.692 -0.258 0.193 -0.091 -1.134
H 2.536 -1.184 -1.169 -0.187 -0.226 -0.174 0.191
H 2.595 -2.834 -1.863 -0.257 0.173 0.083 0.440
H 1.608 -1.569 -2.654 0.220 -0.063 -0.009 0.482
C -4.265 -0.339 -0.980 0.287 -0.149 -0.001 -1.203
H -5.157 0.300 -1.015 0.300 -0.073 0.013 0.428
H -4.068 -0.750 -1.979 -0.123 0.079 0.210 0.383
H -4.436 -1.173 -0.287 0.011 0.219 -0.160 0.403
C -3.268 1.418 1.144 0.089 -0.267 0.008 -1.230
H -2.472 2.115 1.436 -0.202 -0.162 -0.079 0.316
H -4.210 1.972 1.033 0.232 -0.189 -0.054 0.448
H -3.382 0.664 1.931 -0.036 0.173 -0.093 0.383
C -2.689 2.041 -1.567 0.040 -0.193 -0.050 -1.226
H -2.433 1.676 -2.567 -0.050 0.199 0.040 0.444
H -3.641 2.591 -1.617 0.267 -0.260 0.068 0.434
H -1.904 2.718 -1.208 -0.158 -0.140 -0.118 0.351
C -0.409 -0.114 1.565 0.289 0.838 4.181 0.217
O -0.405 0.103 2.702 -0.177 -0.494 -2.501 -0.359
H -1.990 -1.798 -0.040 0.142 0.073 0.036 -0.110
F 4.415 4.515 1.785 -0.736 -1.079 0.224 -0.225
C 3.700 3.398 1.563 2.790 2.142 0.257 0.426
C 4.356 2.168 1.434 2.926 0.068 0.270 0.410
F 5.701 2.120 1.530 -2.594 0.061 -0.310 -0.175
C 3.623 1.035 1.169 2.812 -2.487 0.266 0.149
F 4.256 -0.143 0.981 -1.012 1.819 -0.052 -0.217
C 2.198 1.070 1.061 -2.058 -0.505 -0.772 0.098
O 1.520 -0.006 0.900 0.435 -0.428 -0.019 -0.224
C 1.588 2.351 1.131 -2.104 0.707 -0.110 0.325
F 0.246 2.456 0.958 2.141 -0.118 0.055 -0.124
C 2.317 3.494 1.364 -2.772 2.253 0.178 -0.017
F 1.704 4.698 1.365 1.076 -1.715 -0.291 -0.203